Here is a molecular structure, C37H39ClN3O3PRe in a non-equilibrium geometry from OMol25. Energies are from ωB97M-V/def2-TZVPD.

Results
* expectation value of S²: 3.7991
* HOMO energy (alpha / beta): -0.4713 / -0.4709 hartree
* E_LUMO (alpha / beta): -6.46 / -6.93 eV
* 2S+1: 4
* electronic energy: -73541.35424 eV
* total charge: +2

Each line ends with the Löwdin charge.
Cartesian coordinates (Å):
Re: 1.674 -0.533 -0.136  1.29
C: -6.012 -0.506 2.609  -0.05
O: -4.809 -0.507 1.860  -0.08
C: -4.901 -0.370 0.518  -0.21
C: -6.092 -0.306 -0.198  0.00
C: -6.072 -0.188 -1.575  -0.05
C: -4.867 -0.145 -2.259  -0.07
C: -3.674 -0.197 -1.566  -0.03
C: -3.673 -0.293 -0.177  -0.15
N: -2.497 -0.436 0.579  0.18
C: -1.267 0.052 0.295  -0.31
N: -1.199 1.073 -0.582  0.17
C: -0.092 1.834 -0.948  -0.17
C: 1.228 1.420 -0.736  -0.25
C: 2.237 2.330 -1.072  -0.13
C: 1.954 3.564 -1.615  -0.05
C: 0.644 3.928 -1.909  0.02
C: -0.388 3.063 -1.590  -0.21
O: -1.709 3.277 -1.819  -0.09
C: -2.100 4.387 -2.604  -0.04
N: -0.176 -0.493 0.831  -0.04
C: -0.294 -1.307 1.985  -0.24
C: 0.110 -2.637 1.936  -0.08
C: 0.208 -3.392 3.087  -0.08
C: -0.152 -2.827 4.299  -0.05
C: -0.652 -1.538 4.358  0.01
C: -0.740 -0.757 3.210  -0.22
O: -1.238 0.499 3.150  -0.08
C: -1.747 1.098 4.328  -0.04
H: -5.708 -0.555 3.651  0.10
H: -6.636 -1.372 2.369  0.11
H: -6.576 0.414 2.433  0.11
H: -7.041 -0.362 0.308  0.11
H: -7.001 -0.145 -2.117  0.12
H: -4.856 -0.096 -3.335  0.11
H: -2.743 -0.216 -2.112  0.11
H: -2.604 -0.979 1.428  0.15
H: -2.084 1.481 -0.877  0.14
H: 3.269 2.057 -0.904  0.10
H: 2.756 4.253 -1.827  0.12
H: 0.449 4.885 -2.368  0.12
H: -1.688 4.311 -3.611  0.10
H: -1.805 5.336 -2.155  0.10
H: -3.186 4.335 -2.649  0.10
H: 0.338 -3.063 0.968  0.08
H: 0.558 -4.411 3.038  0.12
H: -0.069 -3.404 5.206  0.12
H: -0.966 -1.147 5.311  0.12
H: -2.138 2.064 4.017  0.10
H: -0.960 1.244 5.071  0.10
H: -2.558 0.507 4.760  0.10
Cl: 2.945 -2.688 0.599  0.79
C: 3.247 -2.181 2.227  -0.57
C: 3.390 -3.101 3.241  -0.09
C: 3.514 -2.634 4.541  -0.05
C: 3.469 -1.274 4.796  -0.04
C: 3.354 -0.364 3.760  -0.01
C: 3.258 -0.798 2.438  -0.33
C: 3.233 0.125 1.284  -0.19
H: 3.397 -4.157 3.030  0.12
H: 3.628 -3.340 5.347  0.12
H: 3.530 -0.914 5.810  0.12
H: 3.359 0.697 3.962  0.13
H: 3.097 1.163 1.603  0.08
H: 4.174 0.034 0.716  0.08
C: 2.119 -2.656 -2.750  -0.24
P: 2.836 -1.049 -2.218  0.78
C: 4.619 -1.376 -2.421  -0.22
C: 2.325 0.100 -3.526  -0.39
C: 3.215 0.910 -4.220  -0.08
C: 2.738 1.792 -5.175  -0.05
C: 1.379 1.885 -5.427  -0.05
C: 0.486 1.097 -4.717  -0.06
C: 0.956 0.213 -3.767  -0.12
H: 1.062 -2.731 -2.488  0.04
H: 2.665 -3.464 -2.264  0.04
H: 2.219 -2.767 -3.830  0.07
H: 4.833 -1.578 -3.473  0.07
H: 4.881 -2.259 -1.836  0.05
H: 5.213 -0.530 -2.080  0.06
H: 4.273 0.853 -4.019  0.11
H: 3.427 2.422 -5.715  0.12
H: 1.014 2.570 -6.178  0.12
H: -0.574 1.180 -4.905  0.11
H: 0.266 -0.411 -3.210  0.10